Formula: C48H47BCsGeN10O2Se
Source: OMol25
Level of theory: ωB97M-V/def2-TZVPD

## Properties
relative energy (zero: lowest compared OMol25 entry of this formula, charge and spin) = 5.1 kJ/mol
E_tot = -192628.6954 eV
HOMO-LUMO gap = 7.09 eV
charge = -1

Each line ends with the Löwdin charge.
Atoms and positions in Å:
Cs 0.61463 0.68401 -0.22803  1.153
C -3.35054 -4.12937 3.34678  -0.054
C -2.10756 -3.36454 3.67108  -0.382
C -1.04243 -3.72611 4.51778  -0.011
C -0.15047 -2.67672 4.43086  -0.292
C 1.16363 -2.53308 5.12635  -0.010
N -0.67696 -1.76761 3.58202  0.000
N -1.88126 -2.18600 3.11825  0.114
B -0.18649 -0.39266 3.08183  -0.600
N -0.92334 0.78152 3.76828  0.000
N -0.79729 1.98710 3.16019  0.111
C -1.49481 2.84745 3.88267  -0.379
C -1.58996 4.28103 3.46743  -0.053
C -2.08476 2.20045 4.98385  -0.008
C -1.68914 0.88056 4.87354  -0.290
C -2.00404 -0.25977 5.78475  -0.012
N 1.34638 -0.22738 3.27154  -0.011
N 2.14127 -0.85104 2.36251  0.073
C 3.39075 -0.62380 2.73349  -0.378
C 4.53202 -1.16648 1.93473  -0.042
C 3.42052 0.16579 3.89692  -0.005
C 2.09497 0.39556 4.20718  -0.295
C 1.54524 1.17766 5.35480  -0.009
H -3.86412 -4.45686 4.25279  0.065
H -4.02616 -3.49775 2.77200  0.068
H -3.12773 -5.02008 2.75495  0.066
H -0.92444 -4.62699 5.09829  0.095
H 1.35037 -3.43192 5.71394  0.077
H 1.98387 -2.40055 4.42017  0.071
H 1.17570 -1.67878 5.80668  0.067
H -0.42648 -0.32466 1.90672  -0.009
H -0.86118 4.48209 2.68252  0.066
H -2.58444 4.52007 3.08261  0.067
H -1.39224 4.95407 4.30367  0.067
H -2.71331 2.62493 5.75008  0.095
H -2.62011 0.10221 6.60754  0.077
H -2.53902 -1.05265 5.26045  0.072
H -1.10163 -0.70533 6.20685  0.068
H 4.15079 -1.66592 1.04496  0.070
H 5.21003 -0.37141 1.61984  0.071
H 5.11367 -1.88893 2.51125  0.069
H 4.28122 0.53083 4.43362  0.099
H 2.37315 1.53259 5.96865  0.079
H 0.96477 2.03581 5.01511  0.072
H 0.89072 0.57351 5.98556  0.066
Se -2.86935 1.62198 -7.27048  1.068
N -2.92788 2.68130 -5.83881  -0.231
C -2.64072 1.93908 -4.80339  -0.331
C -2.57801 2.44680 -3.43779  -0.089
C -2.82719 3.78466 -3.14191  -0.019
C -2.73775 4.20391 -1.83445  -0.047
C -2.37024 3.26959 -0.86750  -0.117
N -2.11909 1.99837 -1.13005  0.082
C -2.24260 1.57393 -2.39540  -0.151
C -2.02895 0.12982 -2.66527  -0.191
N -1.79219 -0.66035 -1.61637  0.063
C -1.57470 -1.94621 -1.82904  -0.124
C -1.58136 -2.52636 -3.09490  -0.038
C -1.83743 -1.71957 -4.18049  0.003
C -2.07431 -0.36485 -3.97170  -0.103
C -2.36086 0.54616 -5.07189  -0.320
N -2.40733 0.18376 -6.32564  -0.223
H -3.08765 4.46206 -3.94468  0.113
H -2.93332 5.22970 -1.55581  0.104
H -2.25901 3.56420 0.17122  0.108
H -1.38372 -2.54463 -0.94408  0.117
H -1.38628 -3.58316 -3.21386  0.103
H -1.85321 -2.10710 -5.19044  0.115
O 0.76767 0.40924 -3.15398  -0.128
C 1.98515 0.68800 -3.10580  -0.776
O 2.53048 1.41230 -2.23016  -0.222
C 2.87567 0.07033 -4.18635  -0.181
C 4.31015 0.60218 -4.19869  -0.247
Ge 4.33193 2.53498 -4.54714  1.046
C 5.26125 2.93492 -6.24717  -0.278
C 6.07493 2.02137 -6.91274  -0.104
C 6.69544 2.34464 -8.11503  -0.100
C 6.51126 3.59905 -8.67441  -0.106
C 5.70556 4.52732 -8.02589  -0.094
C 5.08795 4.19312 -6.83018  -0.125
C 5.28337 3.53868 -3.15387  -0.245
C 4.96275 3.42973 -1.79934  -0.096
C 5.65841 4.16108 -0.84478  -0.087
C 6.68789 5.01158 -1.22463  -0.107
C 7.02388 5.12427 -2.56532  -0.102
C 6.32645 4.39276 -3.51858  -0.109
C 2.54325 3.29194 -4.84381  -0.261
C 1.90324 3.10635 -6.07080  -0.105
C 0.60753 3.56075 -6.27926  -0.089
C -0.06705 4.22110 -5.26190  -0.104
C 0.56736 4.43864 -4.04725  -0.074
C 1.85949 3.97582 -3.84100  -0.087
H 2.38067 0.27254 -5.13684  0.102
H 2.84443 -1.01448 -4.05328  0.112
H 4.90662 0.06772 -4.93983  0.050
H 4.77686 0.45794 -3.22440  0.070
H 6.23498 1.03606 -6.49298  0.086
H 7.32012 1.61377 -8.61393  0.095
H 6.98952 3.85301 -9.61244  0.094
H 5.55522 5.50914 -8.45775  0.097
H 4.44978 4.92337 -6.34277  0.106
H 4.17236 2.75625 -1.50133  0.080
H 5.39425 4.06424 0.20135  0.100
H 7.22762 5.58064 -0.47722  0.094
H 7.83102 5.77970 -2.87058  0.094
H 6.60410 4.49024 -4.56272  0.084
H 2.41910 2.59239 -6.87391  0.102
H 0.11876 3.38952 -7.22900  0.085
H -1.08868 4.55228 -5.41861  0.082
H 0.04130 4.94629 -3.24768  0.097
H 2.32697 4.10986 -2.87441  0.098

Cartesian forces (eV/Å) of the 3 atoms listed first:
0.17 0.17 0.39
0.00 0.01 0.02
-0.02 -0.02 0.04

=====

Formula: C48H47N12OPSn
Source: OMol25
Level of theory: ωB97M-V/def2-TZVPD

## Properties
relative energy (zero: lowest compared OMol25 entry of this formula, charge and spin) = 30.5 kJ/mol
E_tot = -85580.6696 eV
HOMO-LUMO gap = 7.58 eV
charge = +2

Each line ends with the Löwdin charge.
Atoms and positions in Å:
Sn -0.47244 0.41935 0.41562  1.304
C -2.25673 3.30110 2.04169  -0.103
N -2.56473 2.04274 1.35480  -0.082
C -3.67970 1.30344 1.95057  -0.106
C -3.30206 -0.11202 2.28631  -0.303
N -2.23972 -0.72878 1.85516  0.024
C -2.27619 -2.01392 2.42102  -0.247
C -1.39957 -3.09266 2.28876  -0.042
C -1.69186 -4.24909 2.98706  -0.063
C -2.83447 -4.34229 3.79921  -0.062
C -3.71739 -3.28778 3.92614  0.005
C -3.40878 -2.12882 3.21969  -0.171
N -4.04134 -0.89086 3.11373  0.186
C -0.82224 3.69175 1.86574  -0.324
N 0.07385 2.97384 1.25576  0.017
C 1.25770 3.73070 1.29769  -0.245
C 2.52295 3.46843 0.76883  -0.053
C 3.51075 4.41517 0.96062  -0.060
C 3.25591 5.60862 1.65812  -0.060
C 2.00708 5.88588 2.18083  0.003
C 1.02442 4.91972 1.98577  -0.170
N -0.32049 4.86091 2.34177  0.189
H -2.44547 3.18054 3.10492  0.133
H -2.88934 4.11829 1.69861  0.139
H -2.76012 2.23192 0.38067  0.092
H -4.54894 1.29937 1.29445  0.139
H -3.99679 1.78479 2.87180  0.127
H -0.51631 -3.02103 1.65447  0.105
H -1.03211 -5.10443 2.91001  0.112
H -3.02738 -5.26324 4.33516  0.115
H -4.61211 -3.36881 4.53602  0.123
H -4.89271 -0.62560 3.57717  0.174
H 2.72819 2.54797 0.23061  0.095
H 4.50659 4.23426 0.57347  0.114
H 4.05347 6.33052 1.77992  0.114
H 1.80376 6.81600 2.70432  0.122
H -0.82817 5.56386 2.84817  0.172
N -2.80534 -2.43356 -0.47016  0.213
C -3.17458 -1.39953 -1.23238  -0.435
N -4.31881 -1.54067 -1.89065  0.190
C -4.61049 -0.55852 -2.73706  -0.429
N -5.76387 -0.62458 -3.40534  0.195
N -3.81625 0.50815 -2.98793  0.184
C -2.74788 0.58875 -2.23132  -0.305
N -2.36626 -0.29084 -1.29178  0.079
C -1.86856 1.78043 -2.46082  -0.212
C -2.03086 2.55781 -3.59486  0.014
C -1.23027 3.67709 -3.75783  -0.016
C -0.30174 3.98571 -2.78056  -0.018
C -0.19076 3.14841 -1.68607  -0.124
N -0.95164 2.05715 -1.52635  0.004
H -3.33191 -3.28792 -0.55198  0.134
H -1.88087 -2.47346 -0.09841  0.054
H -6.37822 -1.40290 -3.24952  0.119
H -6.00019 0.08625 -4.07307  0.118
H -2.78009 2.27687 -4.32008  0.117
H -1.33739 4.30474 -4.63431  0.124
H 0.33767 4.85810 -2.86181  0.123
H 0.53805 3.34807 -0.90911  0.081
C 3.13690 1.35854 3.10480  -0.047
C 2.01920 0.62862 3.84507  -0.365
C 0.76477 1.49540 3.95647  -0.061
C 1.76784 -0.76399 3.23675  -0.270
C 2.86987 -1.72963 3.67695  -0.064
O 3.33271 -2.31876 2.44246  -0.009
C 2.67123 -1.72523 1.42442  -0.315
N 1.78755 -0.85171 1.74093  0.070
C 3.17892 -2.23755 0.10794  -0.108
C 4.47438 -2.77327 0.18266  -0.008
C 5.06905 -3.40365 -0.88980  -0.040
C 4.35676 -3.56463 -2.06831  -0.041
C 3.08835 -3.02395 -2.17094  -0.087
C 2.48683 -2.32762 -1.11850  -0.286
P 0.90793 -1.46117 -1.54422  1.010
C 1.57936 -0.29408 -2.80158  -0.357
C 2.16792 0.85647 -2.27577  -0.136
C 2.83009 1.76461 -3.09019  -0.073
C 2.89507 1.54002 -4.45871  -0.063
C 2.30795 0.40111 -4.99880  -0.056
C 1.66168 -0.51799 -4.17699  -0.080
C -0.01849 -2.75537 -2.43540  -0.400
C 0.04790 -4.06973 -1.96772  -0.108
C -0.73990 -5.06285 -2.53673  -0.065
C -1.60545 -4.75391 -3.57958  -0.066
C -1.68438 -3.44697 -4.04795  -0.066
C -0.90280 -2.45069 -3.47404  -0.120
H 3.31569 2.34608 3.53705  0.094
H 2.86435 1.49012 2.06002  0.043
H 4.08106 0.80533 3.13540  0.090
H 2.35792 0.42646 4.86679  0.141
H 0.39037 1.79403 2.97481  0.020
H 0.99075 2.41289 4.51246  0.093
H -0.03988 0.96844 4.48148  0.084
H 0.79562 -1.11284 3.57229  0.129
H 2.52766 -2.51668 4.34053  0.135
H 3.71018 -1.21628 4.13805  0.126
H 5.02263 -2.69019 1.11113  0.124
H 6.08095 -3.78424 -0.80098  0.120
H 4.78940 -4.10066 -2.90816  0.120
H 2.53906 -3.14852 -3.09692  0.110
H 2.13139 1.02770 -1.20243  0.061
H 3.30128 2.64590 -2.65779  0.111
H 3.41201 2.24394 -5.10392  0.114
H 2.36541 0.21366 -6.06699  0.115
H 1.24117 -1.41002 -4.61907  0.100
H 0.73386 -4.32350 -1.16505  0.108
H -0.67230 -6.08207 -2.16893  0.114
H -2.20995 -5.53283 -4.03560  0.114
H -2.35615 -3.20049 -4.86692  0.114
H -0.98095 -1.43366 -3.84374  0.100

Cartesian forces (eV/Å) of the 3 atoms listed first:
-0.23 0.23 -0.02
0.26 -0.15 -0.08
0.02 -0.08 0.04

=====

no.,HOMO level (Ha)
1,-0.211
2,-0.456